1.
15
Properties=species:S:1:pos:R:3 method="wB97M-V/def2-TZVPD" e_lumo_ev=0.96 smiles="C=C.CSC" homo_energy_ha=-0.317 gap_ev=9.596
C -1.44721 1.61654 3.62083
C -1.36662 1.00588 2.43454
H -0.85935 1.58801 4.56871
H -2.18101 2.31907 3.89960
H -0.61401 0.20669 2.25748
H -2.05673 1.25169 1.65784
C 0.80011 -1.89004 -2.85508
S 1.64369 -0.25320 -2.88164
C 1.13464 0.16016 -1.17990
H -0.29632 -1.73803 -2.63106
H 1.39701 -2.68480 -2.42782
H 0.62658 -2.27667 -3.99764
H 1.47992 -0.64410 -0.54715
H 1.66441 1.08259 -0.78848
H 0.07488 0.25622 -1.13024

=====

2.
15
Properties=species:S:1:pos:R:3 method="wB97M-V/def2-TZVPD" e_lumo_ev=0.94 smiles="C=C.CCS" homo_energy_ha=-0.334 gap_ev=10.038
C -0.12401 -1.29752 2.19112
C -1.06798 -2.06745 1.63853
H 0.92116 -1.48578 2.07343
H -0.47406 -0.55690 2.95312
H -0.94999 -3.05347 1.24830
H -2.12357 -1.98026 1.88195
C 0.77031 0.72467 -2.16279
C 0.20008 0.86211 -0.80486
S 0.54236 2.53408 0.10609
H 0.10698 1.27019 -2.92332
H 1.76763 1.25281 -2.05831
H 1.16383 -0.24405 -2.65899
H 0.73520 0.13679 -0.25380
H -0.91237 0.77553 -0.69415
H -0.55556 3.12924 -0.53632

=====

Ranked by calculated energy, most stable first: 1, 2.